ORCA calculation (the ωB97M-V functional and the def2-TZVPD basis) on a cluster of 13 separate species, C39H73N3O12 in total at a distorted geometry.

## Properties
charge: 0
2S+1: 1
lowest unoccupied orbital energy: -0.14 eV
Kohn-Sham gap: 7.478 eV

Positions of all 127 atoms, in Å:
1 C -26.439 -3.498 9.117
2 N -25.267 -4.419 9.051
3 O -24.323 -4.081 8.321
4 O -25.350 -5.448 9.732
5 H -26.814 -3.462 10.140
6 H -27.236 -3.945 8.522
7 H -26.208 -2.474 8.822
8 N -25.253 1.394 6.980
9 C -24.838 0.339 6.215
10 C -24.605 -0.765 7.035
11 C -24.828 -0.344 8.368
12 C -25.119 1.033 8.312
13 H -25.464 2.308 6.604
14 H -24.932 0.485 5.149
15 H -24.402 -1.789 6.758
16 H -24.671 -1.010 9.203
17 H -25.405 1.705 9.107
18 N -17.647 -0.173 11.719
19 C -16.642 -0.998 12.224
20 C -15.540 -0.157 12.417
21 C -15.886 1.073 11.881
22 C -17.191 1.058 11.424
23 H -18.568 -0.485 11.448
24 H -16.913 -1.990 12.555
25 H -14.628 -0.470 12.903
26 H -15.145 1.857 11.826
27 H -17.823 1.823 10.997
28 C -22.312 -7.289 8.760
29 C -23.564 -7.887 8.126
30 O -24.236 -8.643 8.781
31 C -23.892 -7.352 6.765
32 H -21.671 -8.057 9.193
33 H -22.537 -6.639 9.605
34 H -21.746 -6.751 8.000
35 H -23.140 -7.489 5.988
36 H -24.028 -6.285 6.939
37 H -24.862 -7.696 6.407
38 C -21.507 -0.782 4.971
39 C -21.164 -0.033 3.737
40 O -20.568 1.020 3.905
41 C -21.606 -0.484 2.336
42 H -21.646 -0.049 5.766
43 H -20.786 -1.532 5.298
44 H -22.520 -1.180 4.921
45 H -22.370 0.189 1.946
46 H -21.998 -1.489 2.485
47 H -20.731 -0.606 1.698
48 C -20.526 -3.893 10.370
49 C -20.518 -2.516 9.883
50 O -19.762 -1.627 10.320
51 C -21.502 -2.289 8.712
52 H -21.012 -3.769 11.338
53 H -19.503 -4.261 10.449
54 H -21.087 -4.632 9.799
55 H -22.462 -2.541 9.162
56 H -21.169 -2.811 7.815
57 H -21.490 -1.235 8.433
58 C -19.548 -4.139 16.026
59 C -19.019 -3.462 14.774
60 O -17.916 -3.654 14.290
61 C -19.863 -2.410 14.111
62 H -19.293 -5.198 15.977
63 H -20.617 -3.949 16.116
64 H -18.968 -3.710 16.843
65 H -19.941 -1.481 14.676
66 H -20.849 -2.778 13.827
67 H -19.351 -2.186 13.175
68 C -20.608 -6.837 12.513
69 C -20.590 -7.149 14.021
70 O -21.395 -6.666 14.793
71 C -19.525 -8.094 14.548
72 H -20.831 -7.742 11.946
73 H -19.671 -6.456 12.108
74 H -21.396 -6.106 12.331
75 H -19.836 -9.106 14.810
76 H -19.014 -7.747 15.446
77 H -18.692 -8.273 13.868
78 C -17.861 2.105 6.012
79 C -18.182 1.630 7.424
80 O -18.326 2.373 8.407
81 C -18.201 0.134 7.533
82 H -16.806 2.139 5.743
83 H -18.403 3.040 5.868
84 H -18.428 1.469 5.332
85 H -18.374 -0.224 6.518
86 H -19.069 -0.047 8.167
87 H -17.340 -0.338 8.006
88 C -21.941 1.624 10.362
89 C -21.811 2.561 11.531
90 O -22.637 3.478 11.682
91 C -20.581 2.451 12.526
92 H -22.955 1.702 9.971
93 H -21.708 0.607 10.678
94 H -21.159 2.044 9.728
95 H -19.624 2.468 12.005
96 H -20.655 1.540 13.121
97 H -20.703 3.196 13.312
98 C -18.466 -6.147 4.675
99 C -19.168 -5.236 5.723
100 O -20.146 -5.580 6.386
101 C -18.534 -3.879 6.017
102 H -18.702 -5.790 3.673
103 H -18.877 -7.128 4.911
104 H -17.386 -6.156 4.819
105 H -18.662 -3.701 7.084
106 H -19.030 -3.141 5.386
107 H -17.488 -3.957 5.721
108 C -23.840 -4.022 13.415
109 C -23.933 -2.616 12.789
110 O -23.672 -2.407 11.617
111 C -24.315 -1.546 13.789
112 H -23.525 -4.805 12.726
113 H -24.717 -4.268 14.014
114 H -23.032 -3.868 14.131
115 H -24.177 -0.533 13.411
116 H -23.735 -1.701 14.699
117 H -25.389 -1.663 13.932
118 C -14.033 -3.457 8.171
119 C -15.487 -3.967 8.162
120 O -15.903 -4.711 7.263
121 C -16.384 -3.489 9.276
122 H -13.590 -3.669 7.198
123 H -13.467 -4.048 8.891
124 H -13.889 -2.405 8.418
125 H -16.123 -2.467 9.550
126 H -16.212 -4.061 10.188
127 H -17.419 -3.584 8.946

Löwdin population analysis, charges in e, atoms 1 to 2:
1. C 0.05
2. N -0.39